{
  "formula": "CH4O2P2",
  "method": "ωB97M-V/def2-TZVPD",
  "max_force_ev_per_a": 3.8,
  "smiles": "CPOP=O",
  "charge": 0,
  "lumo_ev": 0.02,
  "e_homo_ev": -10.240,
  "e_above_lowest_ev": 0.6602,
  "homo_lumo_gap_ev": 10.3,
  "energy_ev": -23774.500,
  "elements": ["P", "C", "H", "H", "O", "O", "H", "P", "H"],
  "coordinates": [[-2.849939, -0.252235, -0.157049], [1.489170, 0.176917, -0.158160], [1.500929, 0.797231, -1.106669], [0.217279, -1.223925, 1.235774], [-3.448169, 1.097172, 0.004448], [-1.230644, -0.015457, -0.198827], [2.697573, -0.272249, -0.111421], [0.195003, -1.189557, -0.160383], [1.428798, 0.882101, 0.652286]],
  "atomic_forces_ev_per_a": [[0.8831, 1.5831, 0.1430], [3.3198, -0.7362, -1.5548], [-0.2616, -0.9717, 0.9080], [-0.1135, -0.3529, 0.3967], [0.2791, -1.3519, -0.1885], [0.8133, -1.6062, 0.0758], [-3.6818, 0.8849, -0.0869], [-0.9201, 2.5299, -0.1528], [-0.3182, 0.0209, 0.4595]],
  "mulliken_charge": [0.333, -0.875, 0.277, 0.051, -0.434, -0.173, 0.291, 0.207, 0.323]
}

{
  "formula": "C2H8NO",
  "method": "ωB97M-V/def2-TZVPD",
  "max_force_ev_per_a": 1.8,
  "charge": 1,
  "lumo_ev": -4.83,
  "e_homo_ev": -15.882,
  "e_above_lowest_ev": 0.4814,
  "homo_lumo_gap_ev": 11.0,
  "energy_ev": -5734.403,
  "elements": ["H", "C", "H", "H", "O", "H", "H", "H", "N", "C", "H", "H"],
  "coordinates": [[1.775404, 1.635875, 0.391792], [0.013255, 0.651387, -0.093974], [0.618909, 2.608392, -0.580733], [1.501953, 1.418050, -1.402302], [-0.810036, -2.146007, 1.223157], [-1.251455, -0.749426, -0.490460], [-0.157661, -0.460772, -1.793719], [-0.647856, 0.881376, 0.740583], [-0.439705, -0.280754, -0.847425], [1.054291, 1.616359, -0.424728], [-0.260036, -2.256868, 2.009472], [-1.397058, -2.917617, 1.268339]],
  "atomic_forces_ev_per_a": [[0.1568, 0.2609, -0.1207], [-1.3942, 0.9422, -0.7500], [-0.2189, -0.0031, 0.6378], [0.3619, -0.3450, 0.3244], [-0.2347, -0.3863, 0.2095], [-0.2486, -0.7443, 0.0059], [0.5721, -0.2010, -0.2755], [0.5513, -0.4913, 0.5069], [-0.1097, 0.7921, 0.5937], [0.4389, -0.2042, -0.9391], [0.0222, 0.1207, -0.0908], [0.1029, 0.2593, -0.1021]],
  "mulliken_charge": [0.313, 0.312, 0.328, 0.340, -0.615, 0.278, 0.264, 0.358, -0.190, -1.010, 0.305, 0.317]
}

{
  "formula": "C31H50FN5O9P2S3",
  "method": "ωB97M-V/def2-TZVPD",
  "max_force_ev_per_a": 8.2,
  "smiles": "[H]/N=C\\Cc1c(CCCSC(=S)n2ccnc2)c(CC=O)c2nsnc2c1CCF.CCOP(=O)(OCC)OCC.CCOP(=O)(OCC)OCC",
  "charge": 0,
  "lumo_ev": -1.37,
  "e_homo_ev": -8.958,
  "homo_lumo_gap_ev": 7.6,
  "energy_ev": -112630.639,
  "elements": ["H", "H", "H", "O", "O", "H", "H", "S", "H", "C", "C", "H", "H", "C", "C", "P", "C", "H", "H", "C", "C", "H", "N", "N", "O", "H", "H", "H", "H", "H", "C", "O", "C", "H", "H", "C", "O", "H", "C", "S", "H", "N", "H", "H", "O", "C", "H", "H", "H", "O", "H", "H", "C", "N", "C", "H", "H", "H", "H", "C", "C", "H", "C", "C", "C", "H", "H", "H", "C", "C", "H", "C", "H", "C", "H", "H", "C", "C", "H", "C", "O", "H", "H", "H", "N", "H", "C", "H", "H", "O", "H", "H", "P", "C", "F", "H", "S", "C", "C", "H", "C"],
  "coordinates": [[-1.518705, 4.313059, -6.604521], [1.554280, 1.169627, -2.064739], [3.129886, -5.985973, 1.184624], [0.634744, -5.495388, 3.038419], [-3.124963, -1.526502, 1.785530], [-1.842079, -3.179786, 3.030565], [3.954425, -6.019689, 5.294241], [-5.958731, 3.757364, 0.138865], [-8.991983, 2.221703, 2.306817], [3.228952, -7.884969, 4.435749], [1.483017, -0.127120, 0.034566], [4.892168, -6.622097, 3.953422], [3.661418, -8.444797, 5.267586], [-0.669935, -4.977344, 3.312883], [-2.558056, -0.027425, -0.030868], [1.879048, -4.752722, 3.831642], [3.334339, 5.005313, -6.304933], [2.579956, 2.396302, -2.828088], [-1.387615, -5.613435, 2.794477], [3.350976, -5.031063, 0.718330], [-3.527847, -0.669432, 1.030932], [-1.556232, 1.960203, 3.580937], [2.272872, -0.696403, -0.925218], [-7.162116, 1.585458, 1.069823], [2.662314, 2.698671, -5.642174], [-3.958680, 4.406939, 2.091350], [2.608283, -4.918163, -0.077239], [0.497661, 4.336402, -8.919019], [-2.999520, 0.894214, -0.522398], [2.307060, 5.355418, -6.304997], [3.289509, -3.835557, 1.658394], [2.107225, -3.766039, 2.469066], [-1.116872, 0.237122, 0.503437], [-0.605099, -3.450076, 1.786387], [2.143754, -7.843078, 4.568907], [0.017696, -0.284412, -0.362876], [3.172928, -5.687431, 3.389905], [3.348151, 3.208937, -7.532661], [0.490716, 2.516282, -3.374788], [1.343716, -1.335072, -2.171524], [3.872632, 5.535958, -7.090637], [-0.147252, -0.932859, -1.550379], [0.425113, 2.718888, 3.515602], [1.512646, -0.658956, 4.065339], [-0.421492, 2.090689, -6.274220], [1.831513, 0.569222, 1.318669], [-0.351904, 1.837172, -3.545468], [3.798424, 1.174869, -0.354102], [3.628824, -0.084712, 2.440912], [1.725495, -5.452257, 5.171349], [4.175484, -3.778660, 2.295022], [4.340513, -5.096742, 0.265227], [3.324248, 0.752853, 1.756633], [-9.154747, 0.414372, 1.245853], [0.715930, 1.051911, 2.149070], [-0.872291, -5.057623, 4.386231], [-4.595363, -0.308313, 1.105044], [2.085608, 1.906153, 3.749341], [-2.475338, -0.783250, -0.874343], [-3.686182, 3.473246, 2.676500], [-8.341969, -0.347081, 0.345958], [5.139077, 1.609341, 0.860956], [4.360751, 0.856203, 0.570728], [-0.765547, 0.910121, 1.738401], [-0.830416, -3.542436, 2.850840], [-6.229433, 0.126503, -0.348381], [4.526590, 3.240669, -6.247593], [-1.976143, 4.580129, -8.299426], [0.461759, 0.775709, 4.673603], [-1.935557, 1.482258, 2.634305], [-2.660237, 0.683733, 2.954664], [-7.102119, 0.440807, 0.267809], [-0.860601, 5.681576, -7.471407], [3.493679, 3.502813, -6.490874], [-3.293062, 3.849420, 3.663185], [-0.141893, -2.875571, 3.383752], [3.868850, -6.511112, 4.324297], [1.002479, 1.745593, 3.520569], [-3.147966, 2.323719, 0.885578], [0.034657, 3.820839, -8.072576], [0.693254, 3.315166, -4.542725], [3.743003, 5.306447, -5.335769], [-8.587922, -1.301387, -0.168534], [2.011256, 1.015567, -3.756892], [0.825739, -0.442675, 4.804261], [3.400374, -8.447384, 3.513861], [-6.166911, 2.616473, 1.312623], [-0.266196, 2.841933, -8.447593], [-1.819225, 3.381750, 1.506205], [1.033743, 3.699283, -7.060057], [-0.312363, 1.178520, 5.390223], [3.299564, -2.926995, 1.049416], [1.006324, 2.484384, -5.936399], [-1.152691, 4.634015, -7.584483], [5.043455, -0.368099, 0.323111], [3.399727, 1.727504, 2.327958], [-5.289341, 2.561788, 2.896364], [-8.464059, 1.519420, 1.624095], [-2.636865, 2.667291, 1.820978], [0.210843, 3.192504, -2.566340], [1.726875, 1.730261, -2.977141]],
  "atomic_forces_ev_per_a": [[0.0995, -0.2304, -0.2301], [-0.0982, 0.2732, -0.0171], [0.1378, 0.1287, 0.2324], [-0.1870, 0.9249, 0.3491], [-0.5660, 0.6844, -0.6657], [0.0372, -0.0765, 0.0008], [-0.2223, -0.0446, -0.0699], [0.1505, -0.9945, 1.0756], [1.2263, -0.2821, -0.6895], [-0.1497, -0.1615, -0.2378], [-1.7345, -0.7087, -1.1324], [-0.1080, 0.1030, -0.2198], [0.0099, 0.0259, -0.0398], [-0.3285, 0.0743, 0.1084], [-0.0469, -0.0604, -0.2779], [0.9883, -7.2015, -3.6769], [-0.0630, 0.1048, 0.7430], [-0.0640, -0.0182, -0.0065], [0.1646, -0.1227, -0.0411], [-0.6827, -0.0819, -0.2652], [0.9198, 0.0678, 0.1054], [-0.2220, -0.6403, -0.9788], [-0.9768, 0.1738, 0.6450], [-1.9740, -1.2807, 0.8511], [-1.3325, -2.1564, -0.4871], [0.2854, -1.0175, 0.6558], [0.1404, 0.1291, -0.0550], [0.1900, 0.0443, 0.1845], [0.4238, -1.0008, 0.6941], [-0.0267, -0.2183, -0.2055], [1.0091, 0.3160, -0.0269], [-0.2691, 0.6937, 2.4876], [1.6778, 0.3951, 0.9727], [-0.0654, -0.0032, 0.0510], [0.2018, 0.2276, 0.1573], [0.4783, 0.1458, 0.2894], [0.2514, 1.1098, -0.1021], [-0.0835, 0.1427, 0.0938], [-0.1480, -0.1405, 0.2197], [-0.6400, 1.3582, 3.4373], [0.1084, -0.0998, -0.0087], [0.8884, 0.6932, 1.2232], [0.8756, -0.9514, 0.2858], [-0.2161, -0.1328, 0.1710], [1.9990, -3.9073, 0.6402], [-2.0532, 0.3259, 0.7347], [-0.0140, 0.0210, 0.0212], [0.9627, -0.4249, 0.8101], [-0.1723, 0.7476, -0.5691], [-0.7134, 4.2331, 0.9839], [-0.0763, -0.1598, -0.0686], [0.0199, 0.1536, -0.0073], [-0.2360, 0.1210, -0.2638], [1.8985, 0.7200, -0.7636], [1.1503, -0.8422, -2.0201], [0.0147, -0.0440, -0.0196], [0.7319, -0.2033, -0.2798], [-1.0464, 0.0252, -0.4681], [-0.0307, 0.7641, 0.9857], [-0.0655, 1.0993, -1.5522], [2.7803, 4.5733, 1.7536], [-0.6024, -0.7374, -0.4413], [-0.4042, 0.1761, 0.2829], [0.3324, -1.4193, -1.6750], [0.0998, 0.0840, -0.0260], [-0.6737, 0.8581, 0.7529], [-0.1505, -0.2202, 0.1948], [0.0498, 0.0082, 0.0072], [-0.0058, 0.0515, -0.2835], [0.3786, 0.7116, -0.6522], [0.7599, 0.7426, -0.4693], [-1.2167, -2.7178, -1.0157], [-0.0346, -0.0310, -0.0828], [0.4864, -0.0083, -0.9500], [-0.6515, -0.8394, -0.7697], [-0.0854, 0.0025, 0.0339], [0.0468, -0.2668, 0.2365], [-1.1359, -0.7979, 0.1303], [0.5179, 0.2553, 0.9107], [-0.3520, 0.0573, -0.1600], [0.3479, -0.9651, 0.2455], [0.1627, -0.0280, -0.1142], [0.0979, 1.1174, 0.6901], [-0.0114, 0.0346, 0.0567], [-0.0942, 1.3843, -0.3461], [0.0620, -0.0046, 0.0696], [0.4845, 0.9089, -1.0975], [-0.0390, 0.0379, 0.2291], [-0.8648, -0.6685, 0.3122], [0.8678, -0.7343, -0.1109], [0.8995, -0.3519, -0.7115], [-0.2463, 0.0775, 0.1574], [-2.0435, 7.9315, -0.2913], [0.0171, 0.2463, 0.2140], [-0.8832, 1.1697, 0.3056], [-0.0265, -1.1972, -0.6130], [-0.2305, -0.6062, -0.5049], [-1.2516, -2.1486, -0.3899], [0.0760, 0.0230, 0.7358], [-0.0135, 0.1275, -0.1213], [0.1214, 0.3421, -0.2566]],
  "mulliken_charge": [0.295, 0.263, 0.305, -0.337, -0.441, 0.461, 0.360, -0.146, 0.341, -1.083, 0.937, 0.392, 0.365, -0.617, -0.995, 1.139, -1.082, 0.257, 0.354, -1.257, -0.259, 0.276, -0.580, 0.238, -0.327, 0.424, 0.316, 0.375, 0.332, 0.269, 0.064, -0.193, 0.062, 0.146, 0.287, 0.280, -0.484, 0.255, -0.470, 0.085, 0.350, -0.630, 0.346, 0.237, -0.792, 0.422, 0.293, 0.046, 0.259, -0.810, 0.315, 0.391, -0.753, -0.568, 0.022, 0.313, 0.324, 0.375, 0.513, -0.981, -0.510, 0.312, -0.223, 0.798, -0.287, 0.485, 0.359, 0.364, -0.097, -0.950, 0.315, -0.110, 0.290, -0.162, 0.410, -0.146, -0.408, -1.147, -0.081, -0.380, -0.439, 0.330, 0.325, 0.375, -0.608, 0.287, 0.009, 0.357, 0.367, -0.428, 0.390, 0.160, 1.227, -1.088, -0.304, 0.377, -0.033, -0.129, 0.042, 0.297, -0.626]
}

{
  "formula": "C2H6ClNO2",
  "method": "ωB97M-V/def2-TZVPD",
  "max_force_ev_per_a": 4.1,
  "smiles": "N[C@](O)(Cl)CO",
  "charge": 0,
  "lumo_ev": 0.47,
  "e_homo_ev": -10.002,
  "e_above_lowest_ev": 0.3869,
  "homo_lumo_gap_ev": 10.5,
  "energy_ev": -20277.931,
  "elements": ["H", "O", "H", "H", "O", "H", "C", "C", "N", "H", "Cl", "H"],
  "coordinates": [[-1.020480, -0.815070, 1.888975], [1.164426, 0.093296, -2.009350], [-1.031598, -2.086858, 0.177716], [-0.526566, 0.970102, -1.235261], [-0.633231, -1.497413, -0.573749], [1.152252, 1.476759, -0.619836], [0.517913, 0.598469, -0.944402], [-0.003689, -0.482318, 0.077397], [-0.791583, -0.020434, 1.182820], [1.139330, -0.849379, -1.884016], [1.627694, -1.194110, 0.770953], [-0.649814, 0.825503, 1.642644]],
  "atomic_forces_ev_per_a": [[0.7362, 2.0708, -1.7268], [0.8128, -1.0623, -1.2955], [0.9806, 1.3440, -2.2880], [1.1983, 0.2293, -0.0572], [-1.0097, -1.4985, 1.7563], [-1.0609, -1.1156, 0.8008], [-3.3157, 1.9834, 1.3589], [1.5318, 1.4074, 1.5492], [-1.1465, -3.5979, -0.1718], [0.3028, -0.8991, -0.5509], [0.1128, -0.3329, 0.1112], [0.8575, 1.4715, 0.5138]],
  "mulliken_charge": [0.222, -0.447, 0.329, 0.287, -0.464, 0.287, -0.415, 0.444, -0.546, 0.354, -0.258, 0.206]
}

What is the formula in the first record?
CH4O2P2